[1]
Molecular formula: C27H27FeN3O6S2
Method: DFT, ωB97M-V/def2-TZVPD

```
66
C27H27FeN3O6S2 (ωB97M-V/def2-TZVPD)
Fe 0.175 0.746 -0.299
C -1.309 -3.472 -0.105
C -1.171 -1.979 -0.206
N -0.039 -1.382 -0.127
N 1.099 -2.181 0.024
C 2.038 -1.799 -0.785
S 1.968 -0.502 -1.900
S 3.538 -2.767 -0.607
C 3.589 -3.494 -2.279
C 2.465 -4.465 -2.514
C 2.532 -5.766 -2.021
C 1.475 -6.644 -2.187
C 0.323 -6.230 -2.844
C 0.247 -4.939 -3.343
C 1.313 -4.063 -3.185
C -2.382 -1.165 -0.442
C -3.623 -1.620 0.008
C -4.788 -0.923 -0.248
C -4.720 0.254 -0.995
C -3.513 0.727 -1.458
C -2.311 0.040 -1.199
O -1.175 0.490 -1.668
H -0.378 -3.963 -0.372
H -2.114 -3.815 -0.753
H -1.557 -3.755 0.921
H 4.558 -3.989 -2.352
H 3.563 -2.678 -3.000
H 3.419 -6.083 -1.483
H 1.541 -7.650 -1.792
H -0.511 -6.911 -2.961
H -0.651 -4.601 -3.845
H 1.241 -3.045 -3.544
H -3.668 -2.548 0.566
H -5.739 -1.296 0.110
H -5.627 0.805 -1.214
H -3.446 1.642 -2.031
O -0.290 0.331 1.813
C -0.647 1.115 2.687
C -1.160 2.443 2.503
C -1.481 3.177 3.646
C -1.978 4.452 3.528
C -2.190 5.030 2.260
C -1.890 4.330 1.133
C -1.346 3.001 1.192
O -1.077 2.382 0.128
N -2.285 5.214 4.720
O -2.711 6.350 4.582
O -2.068 4.704 5.808
H -0.588 0.773 3.735
H -1.334 2.748 4.629
H -2.589 6.032 2.205
H -2.037 4.757 0.150
C 1.976 3.771 1.308
C 2.541 2.728 0.345
C 3.831 2.127 0.908
C 2.803 3.357 -1.025
O 1.640 1.675 0.177
H 2.704 4.566 1.487
H 1.730 3.307 2.265
H 1.071 4.221 0.899
H 4.600 2.892 1.043
H 4.201 1.358 0.229
H 3.629 1.657 1.872
H 3.533 4.168 -0.956
H 1.872 3.757 -1.432
H 3.180 2.597 -1.710
```

Summary:
- Multiplicity: 6
- HOMO-LUMO gap (spin up / spin down): 0.2628 / 0.2569 Ha
- Charge: -1

natural (NBO) population analysis, charges in e, atoms 1 to 4:
1. Fe 1.8240
2. C -0.6848
3. C 0.3303
4. N -0.3731



[2]
Molecular formula: C27H27NO6
Method: DFT, ωB97M-V/def2-TZVPD

```
61
C27H27NO6 (ωB97M-V/def2-TZVPD)
C -4.296 -0.223 -2.527
H -3.670 0.674 -2.479
O -4.223 -0.964 -1.336
C -2.994 -1.402 -0.910
C -1.834 -1.246 -1.655
C -0.605 -1.673 -1.183
C -0.495 -2.257 0.067
C -1.654 -2.439 0.805
C -2.903 -2.039 0.343
O -3.921 -2.305 1.209
C -5.270 -2.173 0.821
H -5.487 -2.746 -0.083
H -5.844 -2.579 1.654
H -5.551 -1.130 0.661
H -1.623 -2.909 1.776
C 0.841 -2.683 0.613
H 1.612 -2.515 -0.141
C 1.225 -1.930 1.890
N 1.208 -0.504 1.692
C 0.937 0.525 2.524
O 0.605 0.572 3.678
C 1.321 1.553 1.431
O 0.500 2.575 0.975
C -0.826 2.372 0.675
C -1.612 1.340 1.164
C -2.961 1.287 0.852
C -3.526 2.240 0.028
C -2.735 3.260 -0.477
C -1.391 3.348 -0.161
C -0.532 4.462 -0.674
H 0.352 4.061 -1.168
H -0.188 5.077 0.156
H -1.083 5.086 -1.373
H -3.172 4.009 -1.123
H -4.577 2.198 -0.216
H -3.564 0.498 1.271
H -1.199 0.586 1.812
H 2.267 2.044 1.681
C 1.530 0.300 0.521
C 2.895 0.099 -0.056
C 3.090 0.151 -1.428
C 4.348 -0.020 -2.001
C 5.397 -0.249 -1.146
C 5.211 -0.301 0.238
C 3.975 -0.127 0.807
H 3.843 -0.162 1.876
O 6.411 -0.540 0.849
C 7.364 -0.630 -0.189
O 6.719 -0.454 -1.433
H 8.129 0.151 -0.056
H 7.847 -1.620 -0.162
H 4.495 0.023 -3.066
H 2.244 0.334 -2.073
H 0.759 0.234 -0.253
H 0.522 -2.144 2.699
H 2.225 -2.254 2.207
H 0.822 -3.750 0.848
H 0.271 -1.552 -1.805
H -1.878 -0.779 -2.626
H -5.341 0.070 -2.622
H -4.014 -0.825 -3.398
```

Summary:
- SMILES: COc1ccc(CCN2C(=O)[C@H](Oc3ccccc3C)[C@H]2c2ccc3c(c2)OCO3)cc1OC
- HOMO-LUMO gap: 0.3198 Ha

natural (NBO) population analysis, charges in e, atoms 1 to 4:
1. C -0.2531
2. H 0.1870
3. O -0.5272
4. C 0.2914



[3]
Molecular formula: C27H28AsN3O5S4Ti
Method: DFT, ωB97M-V/def2-TZVPD

```
69
C27H28AsN3O5S4Ti (ωB97M-V/def2-TZVPD)
Ti 0.431 -1.863 1.057
S 0.454 -3.497 -0.877
S 0.988 -5.188 0.248
S -0.042 -4.999 2.013
S 0.837 -3.375 2.977
O 6.654 0.960 2.217
C 6.527 -0.061 1.515
O 7.383 -0.827 1.030
C 5.071 -0.577 1.409
C 4.772 -1.775 0.791
C 3.452 -2.179 0.660
N 2.435 -1.441 1.113
C 2.722 -0.298 1.740
C 4.002 0.170 1.901
C 1.494 0.503 2.162
O 1.592 1.614 2.638
O 0.389 -0.131 1.897
H 5.586 -2.372 0.401
H 3.169 -3.105 0.177
H 4.177 1.115 2.395
C -5.775 -0.822 2.073
N -4.406 -0.362 2.308
N -3.525 -0.916 1.335
C -2.436 -1.522 1.997
O -1.443 -1.966 1.291
C -2.665 -1.453 3.345
C -3.860 -0.780 3.570
C -4.539 -0.378 4.821
C -3.575 -0.476 0.026
C -4.226 0.720 -0.301
C -4.293 1.141 -1.625
C -3.724 0.390 -2.642
C -3.076 -0.801 -2.308
C -2.992 -1.239 -0.999
H -6.118 -0.497 1.091
H -6.419 -0.375 2.830
H -5.847 -1.916 2.132
H -1.968 -1.821 4.081
H -3.857 -0.516 5.663
H -5.451 -0.951 5.046
H -4.831 0.682 4.796
H -4.647 1.319 0.495
H -4.792 2.076 -1.856
H -3.775 0.724 -3.672
H -2.627 -1.410 -3.084
H -2.481 -2.163 -0.756
C 0.018 -0.167 -3.111
As 0.598 -0.039 -1.266
C -0.137 1.713 -0.861
C 2.503 0.364 -1.628
C 2.760 1.635 -2.369
C 2.936 1.655 -3.752
C 3.172 2.847 -4.427
C 3.240 4.043 -3.727
C 3.082 4.034 -2.345
C 2.846 2.845 -1.676
H 0.497 0.620 -3.693
H -1.063 -0.041 -3.145
H 0.279 -1.147 -3.508
H 0.171 2.448 -1.603
H 0.168 2.026 0.137
H -1.224 1.600 -0.874
H 2.858 -0.510 -2.176
H 3.024 0.379 -0.669
H 2.901 0.721 -4.301
H 3.311 2.837 -5.502
H 3.426 4.973 -4.249
H 3.151 4.958 -1.783
H 2.735 2.842 -0.596
```

Summary:
- Multiplicity: 3
- HOMO-LUMO gap (spin up / spin down): 0.1630 / 0.2404 Ha
- Charge: -2

natural (NBO) population analysis, charges in e, atoms 1 to 4:
1. Ti 1.2411
2. S -0.5527
3. S -0.0720
4. S -0.0471



[4]
Molecular formula: C27H28BrI2N4OPd
Method: DFT, ωB97M-V/def2-TZVPD

```
64
C27H28BrI2N4OPd (ωB97M-V/def2-TZVPD)
Pd 0.083 1.078 -0.185
I -5.894 -1.036 3.581
C -4.345 -1.127 2.156
C -3.433 -2.181 2.198
C -2.291 -2.132 1.388
I -1.239 -3.918 1.310
C -2.019 -1.051 0.550
O -0.935 -0.924 -0.169
C -3.004 -0.075 0.413
C -2.936 1.023 -0.596
N -1.935 2.059 -0.219
C -2.201 2.783 0.959
C -1.605 2.145 2.129
C -2.241 2.240 3.349
C -1.715 1.623 4.464
C -0.517 0.938 4.339
C 0.086 0.877 3.045
N -0.465 1.468 1.995
C -4.121 -0.106 1.260
H -3.579 -2.991 2.910
H -2.621 0.710 -1.615
H -3.953 1.440 -0.631
H -1.891 2.657 -1.035
H -1.672 3.782 0.827
H -3.266 2.912 1.128
H -3.193 2.737 3.368
H -2.160 1.584 5.460
H -0.121 0.348 5.178
H 0.975 0.247 2.876
H -4.892 0.660 1.197
Br 1.239 3.710 -2.664
C 0.711 2.072 -3.483
C 0.938 2.000 -4.838
C 0.483 0.871 -5.461
C -0.112 -0.168 -4.713
C -0.301 0.042 -3.371
N 0.081 1.194 -2.774
H 1.482 2.822 -5.300
H 0.571 0.702 -6.510
H -0.471 -1.075 -5.185
H -0.752 -0.721 -2.752
C 1.835 -4.058 -0.342
N 1.506 -2.589 -0.379
C 1.970 -2.078 -1.674
C 2.042 -1.829 0.822
C 2.783 -0.570 0.493
C 4.146 -0.620 0.609
C 4.987 0.463 0.311
C 4.377 1.648 -0.062
C 2.981 1.684 -0.207
C 2.170 0.580 0.046
H 1.243 -4.602 -1.088
H 1.629 -4.468 0.633
H 2.887 -4.196 -0.547
H 0.488 -2.383 -0.389
H 3.044 -2.102 -1.746
H 1.649 -1.085 -1.722
H 1.458 -2.675 -2.483
H 2.720 -2.511 1.319
H 1.159 -1.593 1.400
H 4.569 -1.618 0.886
H 6.065 0.264 0.348
H 5.034 2.504 -0.343
H 2.490 2.619 -0.465
```

Summary:
- Multiplicity: 3
- HOMO-LUMO gap (spin up / spin down): 0.2870 / 0.2427 Ha
- Charge: +1

natural (NBO) population analysis, charges in e, atoms 1 to 4:
1. Pd 1.0958
2. I 0.1603
3. C -0.1913
4. C -0.2274



[5]
Molecular formula: C27H28Cl2CrN2O4Si
Method: DFT, ωB97M-V/def2-TZVPD

```
65
C27H28Cl2CrN2O4Si (ωB97M-V/def2-TZVPD)
Cr 0.127 -0.262 0.032
O -0.760 -1.487 -1.108
C -0.938 -2.379 -2.049
C -2.069 -2.328 -2.879
C -2.185 -3.152 -3.985
C -1.186 -4.062 -4.309
C -0.102 -4.187 -3.450
C 0.003 -3.406 -2.309
C 0.991 -3.735 -1.266
N 0.572 -3.922 -0.093
C 1.497 -4.188 0.970
C 1.292 -3.102 2.021
N 1.611 -1.813 1.432
C 2.617 -1.194 1.897
C 3.115 0.072 1.370
C 3.028 1.137 2.269
C 2.483 3.195 1.373
C 2.687 3.207 -0.018
C 2.924 1.968 -0.542
C 2.761 0.560 0.064
O 2.092 -0.174 -0.743
H -2.839 -1.607 -2.642
H -3.067 -3.075 -4.611
H -1.269 -4.688 -5.188
H 0.660 -4.935 -3.647
H 2.048 -3.860 -1.543
H 2.549 -4.194 0.644
H 1.255 -5.161 1.408
H 1.922 -3.307 2.897
H 0.238 -3.103 2.307
H 3.114 -1.547 2.809
H 3.736 2.489 3.488
H 2.975 3.883 3.258
H 2.663 4.098 -0.626
H 3.016 1.873 -1.619
Cl -1.281 3.101 6.652
C -0.710 2.505 5.102
C 0.652 2.752 4.808
C 1.354 2.480 3.675
Cl 2.628 2.524 2.664
C 0.286 1.542 2.614
O 0.639 1.042 1.535
C -1.044 1.351 3.054
C -1.870 0.509 2.262
O -1.633 -0.063 1.185
C -1.551 1.858 4.288
H 1.236 3.228 5.595
H -2.878 0.341 2.681
H -2.590 1.705 4.550
C -3.412 0.966 -1.344
Si -1.815 1.559 -2.137
C -1.375 0.702 -3.760
C -2.131 3.371 -2.593
C -0.394 1.487 -0.956
H -4.260 0.993 -2.034
H -3.647 1.622 -0.500
H -3.305 -0.044 -0.947
H -1.163 1.446 -4.533
H -2.166 0.053 -4.135
H -0.486 0.083 -3.627
H -3.010 3.470 -3.238
H -1.279 3.798 -3.129
H -2.303 3.981 -1.702
H -0.562 2.220 -0.159
H 0.508 1.805 -1.484
```

Summary:
- Multiplicity: 4
- HOMO-LUMO gap (spin up / spin down): 0.2008 / 0.2006 Ha
- Charge: -1

natural (NBO) population analysis, charges in e, atoms 1 to 4:
1. Cr 1.4784
2. O -0.8333
3. C 0.4629
4. C -0.3040



[6]
Molecular formula: C27H28Cl2F4N8O7RuS2Sb
Method: DFT, ωB97M-V/def2-TZVPD

```
80
C27H28Cl2F4N8O7RuS2Sb (ωB97M-V/def2-TZVPD)
Ru 1.104 -0.660 -1.020
C 3.858 2.030 3.728
C 4.435 0.714 3.194
C 3.373 -0.144 2.573
N 2.742 0.158 1.503
N 1.778 -0.766 1.151
C 1.720 -1.784 1.976
N 0.871 -2.830 1.840
S 2.833 -1.643 3.287
H 4.648 2.662 4.137
H 3.126 1.843 4.516
H 3.361 2.569 2.920
H 4.922 0.160 3.998
H 5.187 0.916 2.431
H 0.564 -3.035 0.899
H 1.019 -3.629 2.430
F -5.664 -2.798 -0.591
C -5.112 -2.705 0.621
C -5.776 -3.283 1.666
F -6.926 -3.896 1.403
C -5.291 -3.255 2.993
C -4.057 -2.582 3.138
C -3.400 -2.010 2.088
F -2.250 -1.378 2.351
C -3.882 -2.037 0.768
C -3.188 -1.429 -0.336
C -1.916 -0.872 -0.234
N -0.893 -0.321 -0.182
C -3.706 -1.341 -1.665
N -4.065 -1.175 -2.749
F -3.496 -2.485 4.342
C -5.984 -3.836 4.086
C -7.233 -4.516 3.955
N -8.245 -5.067 3.926
C -5.503 -3.790 5.430
N -5.175 -3.784 6.536
C -0.404 -1.432 -5.422
Sb 0.320 -0.314 -3.793
C 1.913 0.654 -4.787
C -1.315 0.951 -3.333
H -0.288 -0.870 -6.348
H -1.450 -1.660 -5.235
H 0.162 -2.360 -5.471
H 1.428 1.159 -5.628
H 2.567 -0.143 -5.127
H 2.446 1.341 -4.143
H -1.344 1.732 -4.095
H -1.214 1.368 -2.337
H -2.182 0.296 -3.403
Cl 5.422 0.331 -3.691
C 5.177 -0.414 -2.105
Cl 6.030 0.501 -0.830
C 3.706 -0.516 -1.701
O 3.395 -1.453 -0.951
O 2.880 0.355 -2.102
H 5.611 -1.403 -2.131
O 0.338 -4.108 -3.189
S 0.524 -2.892 -2.472
O -0.653 -1.911 -2.598
O 0.809 -3.019 -1.029
O 1.623 -2.001 -3.105
O 1.154 1.664 -0.303
C 0.656 2.710 -0.688
C 1.496 3.854 -1.169
C 1.901 4.549 0.158
C 0.756 4.879 1.140
C 0.114 3.670 1.862
C -0.954 2.921 1.037
N -0.649 3.030 -0.404
H 0.924 4.534 -1.807
H 2.380 3.500 -1.696
H 2.441 5.465 -0.083
H 2.604 3.883 0.665
H -0.016 5.472 0.634
H 1.177 5.535 1.903
H -0.342 4.014 2.792
H 0.908 2.970 2.141
H -1.944 3.346 1.190
H -0.992 1.869 1.306
H -0.894 3.941 -0.762
```

Summary:
- Multiplicity: 6
- HOMO-LUMO gap (spin up / spin down): 0.2141 / 0.2164 Ha

Löwdin population analysis, charges in e, atoms 1 to 4:
1. Ru 1.3623
2. C -0.0876
3. C -0.2321
4. C -0.5991



[7]
Molecular formula: C27H28ClF24NO5
Method: DFT, ωB97M-V/def2-TZVPD

```
86
C27H28ClF24NO5 (ωB97M-V/def2-TZVPD)
C 5.361 -5.878 0.154
C 6.838 -5.547 -0.034
C 7.595 -5.047 1.191
Cl 7.185 -6.080 2.611
N 7.339 -3.680 1.621
C 7.402 -2.705 0.593
O 8.418 -2.184 0.293
O 6.280 -2.455 -0.124
C 5.062 -2.242 0.602
C 3.909 -2.314 -0.389
C 2.662 -2.942 0.195
C 2.349 -2.880 1.563
C 1.247 -3.561 2.082
C 0.422 -4.318 1.251
C 0.698 -4.334 -0.117
C 1.792 -3.651 -0.644
H 4.929 -6.039 -0.832
H 5.224 -6.802 0.700
H 4.787 -5.079 0.613
H 7.336 -6.463 -0.348
H 6.940 -4.847 -0.860
H 8.658 -5.202 1.061
H 6.514 -3.612 2.198
H 4.931 -3.044 1.323
H 5.082 -1.284 1.118
H 4.249 -2.980 -1.180
H 3.725 -1.352 -0.840
H 3.004 -2.315 2.208
H 1.076 -3.518 3.147
H -0.394 -4.881 1.672
H 0.063 -4.908 -0.776
H 1.974 -3.713 -1.707
C -3.722 0.378 -0.044
C -2.192 0.235 -0.151
C -1.620 -0.630 -1.284
F -2.036 -1.910 -1.240
F -0.268 -0.663 -1.144
F -1.686 -0.157 1.035
F -1.692 1.482 -0.398
O -4.371 -0.446 0.921
C -4.771 -1.730 0.649
C -4.014 -2.746 1.521
F -2.685 -2.611 1.374
F -4.372 -3.997 1.157
F -4.702 -2.026 -0.660
F -6.073 -1.834 0.999
H -3.887 1.386 0.326
H -4.205 0.330 -1.018
H -1.883 -0.211 -2.260
H -4.256 -2.588 2.574
C -7.404 5.009 -0.953
C -7.766 6.119 0.046
C -6.622 6.828 0.775
F -5.920 5.969 1.540
F -7.150 7.777 1.581
F -8.671 5.661 0.935
F -8.371 7.094 -0.692
O -7.509 3.665 -0.517
C -6.483 3.012 0.100
C -6.842 2.588 1.528
F -7.180 3.659 2.268
F -5.759 2.003 2.084
F -5.331 3.708 0.059
F -6.267 1.864 -0.594
H -8.165 5.085 -1.728
H -6.449 5.204 -1.441
H -5.951 7.310 0.059
H -7.675 1.882 1.510
C 2.033 3.579 -2.879
C 1.622 4.741 -1.961
C 2.711 5.417 -1.125
F 3.274 4.557 -0.256
F 2.146 6.422 -0.416
F 0.596 4.364 -1.171
F 1.159 5.721 -2.792
O 1.805 2.260 -2.423
C 2.725 1.571 -1.681
C 2.181 1.226 -0.293
F 1.838 2.344 0.374
F 3.128 0.572 0.432
F 3.909 2.204 -1.614
F 2.939 0.394 -2.314
H 1.370 3.670 -3.738
H 3.047 3.708 -3.259
H 3.485 5.839 -1.773
H 1.319 0.567 -0.373
```

Summary:
- SMILES: CC[C@H](Cl)NC(=O)OCCc1ccccc1.FC(F)C(F)(F)COC(F)(F)C(F)F.FC(F)C(F)(F)COC(F)(F)C(F)F.FC(F)C(F)(F)COC(F)(F)C(F)F
- HOMO-LUMO gap: 0.3468 Ha

Löwdin population analysis, charges in e, atoms 1 to 4:
1. C -0.1123
2. C -0.2589
3. C -0.6618
4. Cl 0.6389



Which max |F| belongs to each record? In order, 0.46, 1.28, 2.61, 2.80, 8.55, 1.35, 1.37 eV/Å.